C38H35DyN3O2PSi as an isolated structure. Source: the OMol25 dataset; level of theory: ωB97M-V/def2-TZVPD.

DFT total energy, eV: -89787.1587
⟨S²⟩: 9.327
Gap between HOMO and LUMO (spin up / spin down), Ha: 0.2324 / 0.2296
LUMO level (spin up / spin down), eV: -0.25 / -0.23

ORCA input file:
```
! RIJCOSX wB97M-V def2-TZVPD def2/J DEFGRID3
* xyz 0 6
Dy -0.1693 0.2976 -0.1300
O -1.7751 0.8399 2.4441
C -0.6430 0.3772 2.3224
C 0.2440 0.0092 3.3316
C -0.0339 0.3606 4.6472
C 0.8859 0.1192 5.6750
C 2.1191 -0.4220 5.3542
C 2.4468 -0.7788 4.0256
C 1.5342 -0.5525 2.9957
P 1.8701 -0.9634 1.3384
C 0.9809 -2.4521 0.8478
C 0.8936 -2.8918 -0.4953
C 0.2507 -4.1074 -0.7874
C -0.3751 -4.8544 0.2135
C -0.2782 -4.3990 1.5271
C 0.3272 -3.1900 1.8401
C 3.6379 -1.2374 1.2875
C 4.1106 -2.5684 1.3482
C 5.4523 -2.8239 1.4944
C 6.3954 -1.7737 1.4981
C 5.9319 -0.4530 1.3365
C 4.5597 -0.1615 1.2825
H -0.9993 0.8233 4.8747
H 0.5690 0.3037 6.7192
H 2.8315 -0.6539 6.1573
H 3.4092 -1.2154 3.8174
H 1.2148 -2.2204 -1.3197
H 0.3048 -4.4865 -1.7888
H -0.9524 -5.7529 -0.0699
H -0.8073 -4.9665 2.2834
H 0.2910 -2.8464 2.8756
H 3.3624 -3.3714 1.3544
H 5.7769 -3.8509 1.5831
H 7.4669 -1.9326 1.6592
H 6.6557 0.3402 1.1805
H 4.2376 0.8884 1.2576
O 1.8696 0.6015 -4.1544
C 1.4595 0.4459 -3.0578
N 1.0048 0.3157 -1.9466
N -1.9267 -0.7387 -0.8928
C -2.8376 -1.3730 -1.3313
N -3.9115 -2.1033 -1.4615
C -4.0054 -3.0563 -2.5934
C -5.4470 -3.2943 -2.9910
C -6.3766 -3.7112 -1.8184
C -6.0886 -2.9824 -0.4692
C -4.6939 -2.4377 -0.2131
H -3.5390 -4.0438 -2.3286
H -3.3810 -2.5761 -3.3711
H -5.4942 -4.0457 -3.7692
H -5.8538 -2.3870 -3.4837
H -6.3115 -4.7883 -1.6058
H -7.4178 -3.4888 -2.1045
H -6.2712 -3.6939 0.3901
H -6.7962 -2.1272 -0.3532
H -4.0831 -3.1906 0.3700
H -4.6987 -1.5236 0.3447
C -1.3528 4.6245 -4.8232
C -2.2257 4.9051 -3.7766
C -1.9903 4.4430 -2.5029
C -0.8071 3.7062 -2.2350
C 0.1340 3.5319 -3.2956
C -0.1564 4.0006 -4.5554
Si -0.4198 3.2126 -0.4223
C 1.2214 4.1412 -0.0310
C 1.3215 5.4230 -0.5773
C 2.3302 6.2538 -0.1903
C 3.3031 5.8479 0.7292
C 3.2715 4.5213 1.1918
C 2.2024 3.6683 0.8277
H -1.5335 4.9929 -5.8252
H -3.1352 5.4894 -3.9641
H -2.7075 4.6069 -1.7121
H 1.0813 3.0008 -3.0919
H 0.5521 3.9148 -5.3591
H -1.3555 4.1357 0.3298
H 0.6118 5.7675 -1.3200
H 2.3886 7.2384 -0.6133
H 4.0752 6.5419 1.0379
H 4.1081 4.1387 1.7918
H 2.1555 2.6594 1.2464
*
```

Here are the Löwdin charges for atoms 1 to 8, given in e: 1.11 -0.05 -0.49 -0.26 -0.01 -0.07 -0.07 -0.06